A.
{
  "formula": "C5H15N2O",
  "method": "ωB97M-V with the def2-TZVPD basis set",
  "symbols": ["C", "C", "C", "C", "C", "N", "N", "H", "H", "H", "H", "H", "H", "H", "H", "H", "H", "H", "H", "H", "H", "H", "O"],
  "xyz": [[-2.196, 0.858, -1.784], [-0.685, 0.986, -1.887], [-0.191, 1.412, -0.491], [0.113, 0.194, 0.389], [0.101, 0.325, 1.766], [0.637, -0.546, 2.757], [0.444, -1.089, -0.262], [-2.502, 0.120, -2.610], [-2.658, 1.850, -1.859], [-2.743, 0.270, -1.075], [-0.343, 0.012, -2.298], [-0.352, 1.743, -2.707], [-0.934, 2.128, -0.213], [0.675, 2.059, -0.724], [-0.329, 1.261, 2.074], [0.696, 0.135, 3.723], [0.493, -1.523, 2.922], [0.843, -0.947, -1.245], [1.113, -1.680, 0.294], [-0.458, -1.503, -0.495], [2.689, -1.448, 1.741], [3.192, -2.405, 0.768], [2.395, -2.212, 1.218]],
  "charge": 1,
  "mol_weight_g_mol": 119.188,
  "lumo_ev": -3.2,
  "homo_lumo_gap_ha": 0.3441,
  "multiplicity": 1
}


B.
{
  "formula": "C5H15N2O",
  "method": "ωB97M-V with the def2-TZVPD basis set",
  "symbols": ["C", "C", "C", "C", "N", "C", "N", "H", "H", "H", "H", "H", "H", "H", "H", "H", "H", "H", "H", "H", "H", "H", "O"],
  "xyz": [[-0.428, -2.828, -0.272], [1.068, -2.300, -0.088], [1.047, -1.127, 0.910], [0.053, 0.066, 0.529], [0.383, 2.947, -0.206], [0.443, 1.967, -1.059], [0.384, 0.661, -0.753], [-1.214, -2.578, 0.453], [-0.756, -2.472, -1.245], [-0.343, -3.957, -0.328], [1.675, -3.168, 0.252], [1.383, -2.001, -1.121], [0.625, -1.446, 1.857], [2.071, -0.758, 0.972], [-0.047, 0.688, 1.433], [-0.967, -0.394, 0.409], [0.010, 2.877, 0.751], [0.404, 3.902, -0.637], [0.506, 2.174, -2.161], [0.430, 0.003, -1.592], [-2.310, 3.373, 0.506], [-2.457, 1.939, 1.043], [-1.961, 2.433, 0.346]],
  "charge": 1,
  "mol_weight_g_mol": 119.188,
  "lumo_ev": -3.0,
  "homo_lumo_gap_ha": 0.4110,
  "multiplicity": 1
}


C.
{
  "formula": "C5H15N2O",
  "method": "ωB97M-V with the def2-TZVPD basis set",
  "symbols": ["C", "C", "C", "C", "C", "N", "N", "O", "H", "H", "H", "H", "H", "H", "H", "H", "H", "H", "H", "H", "H", "H", "H"],
  "xyz": [[-2.279, -0.521, -1.035], [-1.814, 1.306, 0.698], [1.792, 0.069, -1.104], [0.965, 0.588, -0.001], [-1.700, -0.126, 0.301], [1.304, -0.016, 1.306], [2.888, -0.648, -0.565], [-1.505, -1.105, 1.201], [-1.992, -1.516, -1.178], [-3.280, -0.643, -0.836], [-2.151, 0.153, -1.829], [-2.946, 1.326, 0.869], [-1.474, 1.939, -0.176], [-1.346, 1.408, 1.648], [2.088, 1.017, -1.692], [1.310, -0.656, -1.695], [0.614, 1.617, 0.027], [0.599, -0.737, 1.537], [1.384, 0.639, 2.174], [3.716, -0.080, -0.441], [3.111, -1.513, -1.029], [2.316, -0.571, 0.991], [-1.599, -1.930, 0.832]],
  "charge": 1,
  "mol_weight_g_mol": 119.188,
  "lumo_ev": [-2.8, -3.6],
  "homo_lumo_gap_ha": [0.3189, 0.2472],
  "multiplicity": 1
}


D.
{
  "formula": "C5H15N2O",
  "method": "ωB97M-V with the def2-TZVPD basis set",
  "symbols": ["C", "C", "C", "N", "H", "H", "H", "H", "H", "H", "H", "C", "O", "C", "N", "H", "H", "H", "H", "H", "H", "H", "H"],
  "xyz": [[1.916, -0.474, 0.964], [0.869, -1.502, 1.302], [-0.350, -1.220, 1.743], [-1.361, -2.166, 1.977], [1.571, 0.525, 1.231], [2.842, -0.678, 1.501], [2.181, -0.469, -0.100], [1.156, -2.543, 1.234], [-0.710, -0.203, 1.861], [-1.857, -1.968, 2.839], [-0.975, -3.099, 2.085], [0.133, 1.949, -1.641], [-0.384, 3.257, -1.731], [-1.013, 1.115, -1.099], [-0.713, -0.354, -1.257], [1.000, 1.893, -0.983], [0.426, 1.564, -2.629], [0.338, 3.895, -1.803], [-1.208, 1.299, -0.044], [-1.906, 1.329, -1.680], [0.186, -0.584, -0.820], [-0.761, -0.657, -2.229], [-1.381, -0.912, -0.720]],
  "charge": 1,
  "mol_weight_g_mol": 119.188,
  "lumo_ev": -3.2,
  "homo_lumo_gap_ha": 0.3339,
  "multiplicity": 1
}


B is the most stable structure; the next one sits 0.386 eV above it.


A.
{
  "formula": "C5H15N2O",
  "method": "ωB97M-V with the def2-TZVPD basis set",
  "symbols": ["C", "C", "C", "C", "C", "N", "N", "H", "H", "H", "H", "H", "H", "H", "H", "H", "H", "H", "H", "H", "H", "H", "O"],
  "xyz": [[2.735, 1.145, 1.100], [1.344, 0.653, 0.774], [1.410, -0.755, 0.158], [0.087, -1.127, -0.463], [-0.896, -1.451, 0.363], [-2.332, -1.512, -0.070], [0.711, 1.615, -0.155], [2.728, 2.104, 1.628], [3.332, 0.592, 1.820], [3.180, 1.387, 0.133], [0.667, 0.636, 1.616], [2.230, -0.855, -0.560], [1.751, -1.525, 0.853], [0.056, -1.387, -1.514], [-0.771, -1.701, 1.407], [-2.525, -2.375, -0.578], [-2.818, -1.666, 0.767], [-2.612, -0.577, -0.440], [0.004, 1.155, -0.706], [1.373, 2.108, -0.736], [-2.208, 1.669, -0.653], [-2.906, 1.365, -1.956], [-2.361, 0.939, -1.274]],
  "charge": 1,
  "mol_weight_g_mol": 119.188,
  "lumo_ev": -3.3,
  "homo_lumo_gap_ha": 0.3366,
  "multiplicity": 1
}


B.
{
  "formula": "C5H15N2O",
  "method": "ωB97M-V with the def2-TZVPD basis set",
  "symbols": ["C", "N", "C", "C", "N", "C", "C", "O", "H", "H", "H", "H", "H", "H", "H", "H", "H", "H", "H", "H", "H", "H", "H"],
  "xyz": [[-0.967, 1.090, -2.100], [0.388, 0.600, -1.995], [0.845, 0.596, -0.635], [0.353, -0.664, 0.110], [1.402, -1.741, -0.199], [0.185, -0.563, 1.581], [-1.181, -0.042, 2.036], [-1.400, 1.355, 2.054], [-1.178, 2.027, -1.578], [-1.399, 1.110, -3.104], [-1.689, 0.338, -1.729], [1.039, 1.022, -2.644], [0.507, 1.451, -0.020], [1.930, 0.711, -0.565], [-0.561, -0.915, -0.433], [1.724, -1.794, -1.163], [1.051, -2.664, 0.034], [2.168, -1.605, 0.451], [0.504, -1.458, 2.123], [0.856, 0.156, 2.091], [-1.404, -0.296, 3.070], [-1.956, -0.493, 1.394], [-1.217, 1.780, 1.220]],
  "charge": 1,
  "mol_weight_g_mol": 119.188,
  "lumo_ev": -3.5,
  "homo_lumo_gap_ha": 0.3596,
  "smiles": "CNC[C@@H]([NH3+])CCO",
  "multiplicity": 1
}


B is the most stable structure; the next one sits 0.127 eV above it.


A.
{
  "formula": "C5H15N2O",
  "method": "ωB97M-V with the def2-TZVPD basis set",
  "symbols": ["N", "C", "C", "C", "O", "C", "N", "C", "H", "H", "H", "H", "H", "H", "H", "H", "H", "H", "H", "H", "H", "H", "H"],
  "xyz": [[-2.805, -1.076, 0.755], [-0.554, 0.420, -0.334], [0.149, 0.248, 0.980], [0.569, 1.539, 1.689], [1.436, 1.306, 2.791], [-0.561, -0.701, -1.342], [0.715, -0.984, -2.108], [1.976, -0.334, -1.790], [-2.488, -0.243, 0.224], [-3.139, -0.827, 1.686], [-3.559, -1.526, 0.263], [-0.795, 1.376, -0.695], [-0.427, -0.279, 1.719], [0.987, -0.439, 0.875], [-0.373, 2.142, 2.147], [1.050, 2.165, 0.902], [2.300, 1.614, 2.555], [-0.769, -1.681, -0.873], [-1.388, -0.594, -2.009], [0.842, -1.953, -2.281], [1.686, 0.767, -1.462], [2.596, -0.927, -1.056], [2.552, -0.015, -2.634]],
  "charge": 1,
  "mol_weight_g_mol": 119.188,
  "lumo_ev": -7.4,
  "homo_lumo_gap_ha": 0.2174,
  "multiplicity": 1
}


B.
{
  "formula": "C5H15N2O",
  "method": "ωB97M-V with the def2-TZVPD basis set",
  "symbols": ["C", "N", "C", "C", "N", "C", "C", "O", "H", "H", "H", "H", "H", "H", "H", "H", "H", "H", "H", "H", "H", "H", "H"],
  "xyz": [[-1.760, -0.018, -2.089], [-0.430, -0.549, -2.004], [0.372, 0.007, -0.923], [-0.054, -0.564, 0.453], [0.064, -2.067, 0.215], [0.850, -0.104, 1.624], [0.499, 1.323, 1.992], [0.572, 2.185, 0.856], [-1.859, 0.827, -2.798], [-2.463, -0.677, -2.606], [-2.135, 0.496, -1.196], [0.054, -0.648, -2.885], [0.306, 1.089, -0.921], [1.437, -0.063, -1.057], [-1.090, -0.413, 0.636], [-0.551, -2.296, -0.572], [-0.366, -2.575, 0.981], [0.992, -2.399, -0.039], [0.609, -0.809, 2.425], [1.862, -0.187, 1.278], [1.166, 1.687, 2.776], [-0.490, 1.453, 2.451], [0.733, 3.030, 1.254]],
  "charge": 1,
  "mol_weight_g_mol": 119.188,
  "lumo_ev": -3.2,
  "homo_lumo_gap_ha": 0.3463,
  "smiles": "CNC[C@@H]([NH3+])CCO",
  "multiplicity": 1
}


B is the most stable structure; the next one sits 4.035 eV above it.